68
Properties=species:S:1:pos:R:3:forces:R:3:lowdin_spin:R:1 method="wB97M-V/def2-TZVPD" gap_ev="6.35 / 6.77" relative_energy_kcal_mol=10.8 e_lumo_ha="0.010 / 0.010" energy_ev=-157499.923 homo_ha="-0.2232 / -0.2390" s2=8.76 spin_multiplicity=6
Mn -1.2421 0.5838 -1.7718 -0.75 -0.81 0.76 4.60
C 1.8711 -2.4504 -2.0090 1.12 -0.24 0.18 0.00
C 1.2848 -1.1379 -1.4501 -1.72 -0.43 0.26 0.01
N -0.1815 -1.1157 -1.6728 1.30 0.82 0.08 0.06
N -0.8458 -2.2793 -1.4772 -0.47 -1.55 -0.07 0.01
C -2.0332 -2.5087 -2.0539 0.79 1.08 0.25 0.01
N -2.4988 -3.7658 -1.9526 -0.70 -0.84 0.13 0.01
S -2.9432 -1.2858 -2.8296 0.49 -0.52 0.21 0.05
C 1.7231 0.1329 -2.1711 -0.43 -0.08 0.35 0.01
C 2.9781 0.2853 -2.7189 0.07 0.95 -0.16 0.00
C 3.4069 1.5820 -3.0370 -0.14 -0.52 -0.01 0.00
C 2.4854 2.6162 -2.9887 0.11 -0.17 0.07 0.00
C 1.1802 2.3463 -2.5784 0.11 0.68 -0.17 0.01
N 0.8199 1.1437 -2.1409 1.20 0.33 0.00 0.05
H 1.6246 -3.3217 -1.3354 0.21 0.87 -0.71 0.00
H 2.9925 -2.4099 -2.0507 -0.90 -0.11 0.14 0.00
H 1.5115 -2.6597 -3.0383 0.04 0.19 0.67 0.00
H -0.3951 -3.0235 -0.9327 -0.40 0.36 -0.35 0.00
H -1.9628 -4.5099 -1.5333 -0.17 0.08 -0.15 0.00
H -3.4438 -3.9191 -2.2645 0.19 -0.15 0.11 0.00
H 3.5802 -0.5737 -2.9427 0.40 -0.16 0.38 0.00
H 4.4583 1.7501 -3.2840 -0.44 0.03 -0.25 0.00
H 2.7702 3.6062 -3.2973 -0.02 0.26 0.07 0.00
H 0.4309 3.1787 -2.5884 0.57 -1.07 0.04 0.00
Br -0.3233 1.8221 2.3620 0.00 -0.52 -0.43 0.00
C -0.8721 3.0278 0.9897 -0.06 2.45 0.83 0.00
C -0.8353 4.3900 1.4623 -0.30 -1.08 -0.88 0.00
C -1.3221 5.3839 0.6184 0.24 -0.65 -0.13 0.00
C -1.7717 4.9911 -0.6319 -0.66 -0.82 -0.15 0.00
C -1.7823 3.6394 -0.9808 0.46 0.34 -0.27 0.00
N -1.3000 2.6691 -0.1973 0.20 -0.34 0.76 0.03
C -2.2514 3.2403 -2.3718 -0.27 -1.93 -1.84 0.01
O -2.6676 4.1193 -3.1061 0.05 0.17 0.39 0.02
O -2.1484 1.9634 -2.7514 -0.46 3.30 0.87 0.06
H -0.4559 4.5790 2.4553 -0.05 0.09 -0.03 0.00
H -1.3725 6.4354 0.8694 0.18 -0.09 0.32 0.00
H -2.2295 5.6549 -1.3446 0.12 0.25 -0.10 0.00
C 4.6962 -1.4212 0.2399 0.72 0.08 -0.26 0.00
Si 3.2148 -0.6332 1.0579 -0.82 -0.12 -0.17 0.00
C 3.5045 1.2170 1.2988 -0.02 0.26 0.66 0.00
C 2.9539 -1.4094 2.7994 0.54 -0.19 0.14 0.00
C 1.5540 -0.9612 0.1039 0.97 -0.12 0.24 0.00
H 5.5857 -1.2605 0.8882 -0.43 -0.25 -0.34 0.00
H 4.9504 -0.9641 -0.7504 -0.34 -0.43 0.72 0.00
H 4.5285 -2.5090 0.1202 0.21 0.49 -0.03 0.00
H 4.3657 1.3441 1.9875 -0.33 -0.05 -0.31 0.00
H 2.6360 1.7158 1.8000 0.61 -0.41 -0.53 0.00
H 3.7571 1.7603 0.3777 -0.21 -0.17 0.13 0.00
H 3.8146 -1.1506 3.4566 -0.51 0.15 -0.34 0.00
H 2.9683 -2.5298 2.8231 -0.38 0.86 -0.27 0.00
H 2.0301 -1.0142 3.2765 0.51 -0.37 -0.26 0.00
H 0.9411 -0.1315 0.4693 -0.26 -0.05 -0.22 0.00
H 1.1951 -1.8540 0.6417 -0.24 0.02 -0.32 0.00
C -4.5564 -2.2891 1.7912 0.07 -0.86 -0.10 0.00
C -3.3429 -1.4571 2.2736 -0.81 -0.53 0.13 0.00
C -2.1935 -2.4073 2.5937 0.88 -0.80 0.75 0.00
C -3.7593 -0.6239 3.4781 -0.03 0.34 1.47 0.00
C -2.8811 -0.6378 1.1519 1.00 0.71 -1.40 0.01
N -2.3826 -0.1482 0.2277 -0.87 -0.34 1.34 0.03
H -4.7936 -3.0769 2.5637 0.29 0.80 -0.77 0.00
H -4.2864 -2.7948 0.8247 -0.51 0.44 0.84 0.00
H -5.4480 -1.6547 1.6796 0.33 -0.23 -0.21 0.00
H -2.5134 -3.2030 3.3029 -0.08 0.51 -0.45 0.00
H -1.3423 -1.9060 3.1060 -0.47 -0.09 -0.58 0.00
H -1.8266 -2.9163 1.6810 -0.15 0.35 0.43 0.00
H -4.1666 -1.2829 4.3006 0.43 0.46 -0.97 0.00
H -4.5569 0.1153 3.2539 0.57 -0.42 -0.06 0.00
H -2.8855 -0.0956 3.9274 -0.62 -0.21 -0.43 0.00

***

60
Properties=species:S:1:pos:R:3:forces:R:3:lowdin_spin:R:1 method="wB97M-V/def2-TZVPD" gap_ev="8.18 / 5.55" total_charge=+1 e_lumo_ha="-0.089 / -0.241" energy_ev=-72004.434 homo_ha="-0.3890 / -0.4443" s2=6.03 spin_multiplicity=5
C -0.6486 -2.3894 3.4348 -1.28 -2.44 0.38 0.17
C -0.5649 -2.3303 2.0044 -0.99 -1.96 -0.67 0.19
C 0.8119 -2.2142 1.6595 0.78 -2.44 -1.46 0.19
H -1.3962 -2.2499 1.3049 0.23 -0.17 0.29 0.01
C 1.5722 -2.2045 2.8642 1.69 -2.31 -0.10 0.13
C 0.6801 -2.3324 3.9556 0.47 -1.89 1.24 0.14
H 0.9968 -2.3203 4.9919 -0.27 -0.06 -0.12 0.01
H -1.5697 -2.4345 4.0054 0.23 -0.05 -0.06 0.01
H 1.2217 -2.0574 0.6719 -0.14 -0.25 0.16 0.01
H 2.6372 -2.0681 2.9544 0.02 -0.09 -0.10 0.01
Pd 0.2779 -0.6962 2.8621 0.04 10.02 0.43 1.11
Cl 1.9376 0.3947 0.9282 0.03 0.20 0.71 0.48
P 0.5436 -0.2747 -1.6169 -0.70 -0.46 0.83 0.44
C 1.7357 -1.4435 -2.2250 0.28 -0.44 -0.18 0.05
C 1.4435 -2.2971 -3.3138 0.27 0.37 0.40 0.03
H 0.4501 -2.2711 -3.7613 0.30 -0.03 -0.02 0.00
C 2.4444 -3.1332 -3.7989 -0.02 0.04 0.17 0.00
H 2.2327 -3.7747 -4.6549 0.15 0.17 0.24 0.00
C 3.7008 -3.1488 -3.1831 -0.02 0.10 0.11 0.03
H 4.4875 -3.7817 -3.5900 -0.20 0.07 0.12 0.00
C 3.9663 -2.3650 -2.0500 -0.14 -0.12 -0.30 0.00
H 4.9333 -2.4180 -1.5474 -0.28 -0.01 -0.22 0.00
C 2.9882 -1.5087 -1.5661 -0.42 0.18 -0.20 0.03
H 3.1465 -0.8856 -0.6773 0.11 -0.33 -0.53 0.01
C -1.1733 -0.7612 -1.8621 -0.05 -0.10 0.08 0.04
C -1.5720 -2.1232 -1.7618 0.06 0.48 -0.21 0.05
H -0.8455 -2.8945 -1.4858 -0.23 0.27 -0.18 0.00
C -2.8906 -2.4668 -2.0547 0.11 0.19 0.05 -0.01
H -3.2017 -3.5143 -2.0108 0.11 0.41 -0.04 0.00
C -3.8093 -1.4695 -2.4132 0.10 -0.04 0.05 0.06
H -4.8251 -1.7478 -2.6872 0.21 0.04 0.11 0.00
C -3.4440 -0.1205 -2.4115 0.05 -0.15 0.15 -0.01
H -4.1714 0.6531 -2.6516 0.13 -0.23 0.06 0.00
C -2.1410 0.2437 -2.1022 0.50 -0.36 -0.11 0.05
H -1.8320 1.2890 -2.0788 -0.16 -0.24 -0.13 0.00
C 0.8471 1.4343 -1.9255 0.31 0.55 0.04 0.05
C 1.4210 1.8177 -3.1472 -0.50 -0.03 0.48 0.02
H 1.7140 1.0433 -3.8532 -0.02 0.30 -0.04 0.00
C 1.5507 3.1739 -3.4133 0.06 0.07 -0.03 0.00
H 1.9561 3.4826 -4.3715 -0.04 0.08 0.15 0.00
C 1.1568 4.1187 -2.4635 0.00 -0.13 0.02 0.01
H 1.2301 5.1788 -2.6987 0.06 -0.23 0.06 0.00
C 0.6831 3.7225 -1.2073 -0.03 0.15 -0.19 0.00
H 0.4244 4.4613 -0.4522 0.09 -0.09 -0.18 0.00
C 0.5356 2.3792 -0.9185 0.03 -0.54 -0.47 0.01
H 0.2529 2.0211 0.0739 -0.18 0.32 -0.46 0.00
C -2.1153 1.0913 4.2777 0.12 0.12 0.05 0.02
C -1.2759 1.7995 3.2197 -0.01 1.68 -0.04 0.04
O -0.7270 0.8954 2.3280 -1.14 1.28 -0.53 0.51
C -2.2003 2.8619 2.4588 -0.49 0.33 -0.60 0.01
F -2.7315 3.7964 3.3129 0.79 -1.25 -1.01 0.00
F -1.5339 3.5235 1.4662 -0.73 -0.67 1.05 0.00
F -3.2503 2.2249 1.8635 0.94 0.39 0.57 0.00
C -0.0790 2.6523 3.8012 0.88 0.50 0.57 0.02
F -0.4597 3.6111 4.6952 0.24 -1.21 -1.08 0.01
F 0.8018 1.8320 4.4535 -0.79 0.40 -0.46 0.02
F 0.6165 3.2544 2.8036 -0.62 -0.54 0.99 0.00
H -2.9339 0.5702 3.7656 0.22 0.11 0.19 0.00
H -2.5233 1.8020 4.9967 -0.01 -0.05 -0.04 0.00
H -1.4826 0.3684 4.8015 -0.12 0.10 -0.01 0.01

***

14
Properties=species:S:1:pos:R:3:forces:R:3:lowdin_charge:R:1 method="wB97M-V/def2-TZVPD" gap_ev=10.85 smiles="O=CCC1CC1" relative_energy_kcal_mol=37.4 e_lumo_ha=0.040 energy_ev=-7360.636 homo_ha=-0.3587
O -1.4022 -0.6668 -1.8395 -0.46 0.03 0.29 0.04
C -1.8908 -0.4435 -0.7574 0.25 -0.04 -0.26 -0.25
C -1.1489 0.3885 0.2864 -0.13 -0.20 -0.22 -0.12
C 0.3255 0.4202 -0.1294 0.13 0.21 -0.28 -0.32
C 1.4753 0.4103 0.8233 -0.07 0.13 0.29 -0.13
C 1.3508 -0.6985 -0.1853 -0.11 -0.11 0.03 -0.11
H -2.8737 -0.9035 -0.5053 0.15 0.31 0.12 0.12
H -1.4921 1.4416 0.2473 -0.10 -0.43 -0.20 0.12
H -1.4705 0.0798 1.3019 0.74 -0.23 -0.40 0.12
H 0.4059 1.0628 -0.9998 0.20 0.10 0.17 0.13
H 2.2714 1.1466 0.7291 -0.17 -0.21 0.03 0.10
H 1.1893 0.1574 1.8370 0.22 0.06 0.08 0.10
H 2.0782 -0.6911 -1.0035 -0.53 0.14 0.15 0.10
H 1.1152 -1.7109 0.1317 -0.12 0.24 0.19 0.10